Entry 1:
# C35H43FeN3P2S3

C35H43FeN3P2S3 as an isolated structure (ωB97M-V with the def2-TZVPD basis set, the OMol25 dataset).

Cartesian coordinates (Å):
Fe  -0.87395  -0.17524  -1.64151
C  -0.98808  1.97879  -3.76179
C  -1.23459  2.71894  -2.42980
N  -2.00301  1.91366  -1.50081
C  -3.44570  1.91281  -1.56418
C  -4.05990  1.47786  -2.89547
S  -3.85602  -0.26495  -3.38461
C  -2.83929  -0.14825  -4.88450
C  -1.31854  -0.23704  -4.61497
N  -0.86540  0.57167  -3.53246
H  -0.08241  2.43025  -4.21850
H  -1.80125  2.22808  -4.46749
H  -1.69628  3.70392  -2.62249
H  -0.26875  2.89291  -1.94855
H  -1.67913  2.02057  -0.54717
H  -3.86781  2.91582  -1.35272
H  -3.79576  1.23792  -0.77772
H  -3.70175  2.10239  -3.71431
H  -5.13527  1.65581  -2.81554
H  -3.11495  0.77449  -5.40188
H  -3.15781  -0.97374  -5.52783
H  -0.82436  -0.00342  -5.58497
H  -1.06899  -1.27855  -4.38785
H  1.28670  -0.32849  -3.37296
S  0.57249  -2.15656  -2.24222
P  0.99661  1.19502  0.70488
C  -0.38998  0.20896  0.40682
P  -1.43782  -0.79779  1.22246
S  -2.75994  -1.68541  0.00365
C  -2.47294  -0.01732  2.54454
C  -2.62120  1.36256  2.58586
C  -3.45948  1.96362  3.51755
C  -4.15914  1.18460  4.42689
C  -4.02229  -0.19980  4.39074
C  -3.19164  -0.79321  3.45352
C  -0.56257  -2.09897  2.19565
C  -0.09777  -1.87915  3.49035
C  0.72957  -2.80205  4.11713
C  1.10155  -3.96400  3.45683
C  0.63762  -4.19520  2.16698
C  -0.18492  -3.27141  1.54218
C  0.64396  2.20615  2.23420
C  0.67575  1.71918  3.54254
C  0.26086  2.49739  4.61350
C  -0.19759  3.79222  4.40351
C  -0.22328  4.30063  3.11134
C  0.20258  3.51612  2.04641
C  2.35588  0.12340  1.36471
C  3.34370  0.55506  2.24999
C  4.40753  -0.27112  2.59443
C  4.51242  -1.53975  2.04160
C  3.54917  -1.96896  1.13474
C  2.48469  -1.14788  0.79612
H  -2.06130  1.96549  1.88097
H  -3.55070  3.04365  3.53782
H  -4.81041  1.64878  5.15930
H  -4.57201  -0.81741  5.09294
H  -3.09900  -1.87276  3.41522
H  -0.38673  -0.97630  4.01679
H  1.09303  -2.60547  5.11998
H  1.76011  -4.67858  3.93767
H  0.93362  -5.09378  1.63730
H  -0.52955  -3.43307  0.52686
H  1.02666  0.70861  3.71759
H  0.27791  2.08640  5.61734
H  -0.53428  4.39639  5.23837
H  -0.57421  5.31149  2.93194
H  0.18218  3.91666  1.03681
H  3.27810  1.54602  2.68805
H  5.15612  0.07903  3.29849
H  5.33983  -2.18708  2.31200
H  3.62429  -2.95220  0.68392
H  1.74655  -1.47353  0.06733
C  2.45736  -2.33350  -4.83254
C  2.90979  -1.55951  -3.58553
C  3.73689  -2.47025  -2.68055
C  3.76576  -0.36695  -4.01940
N  1.80019  -1.00900  -2.81366
H  3.31632  -2.70857  -5.40026
H  1.86741  -1.68070  -5.48304
H  1.82305  -3.16985  -4.53659
H  4.57860  -2.90418  -3.23065
H  3.10718  -3.27233  -2.29333
H  4.11718  -1.90093  -1.82961
H  4.65264  -0.69820  -4.56903
H  4.07727  0.20047  -3.14089
H  3.18867  0.29864  -4.66841

Values from the calculation:
net charge = -2
E_tot = -4664.7649 Eh
⟨S²⟩ = 6.01
multiplicity = 5

Atomic partial charges in e from the Mulliken method, atoms 1 to 2: Fe -0.09; C -0.98

***

Entry 2:
# C3H5N3

C3H5N3 in the gas phase (ωB97M-V with the def2-TZVPD basis set, the OMol25 dataset).

Cartesian coordinates (Å):
N  -1.78603  -0.32585  -0.47374
C  -0.44931  -0.12953  -0.08027
C  0.02323  1.11502  0.39668
N  1.34118  1.16783  0.47030
N  1.73816  -0.05326  0.12094
C  0.70141  -0.88760  -0.21534
H  -2.36213  0.46069  -0.19926
H  -2.23753  -1.19414  -0.22786
H  -0.58274  1.94701  0.72856
H  2.72182  -0.17292  -0.07051
H  0.89195  -1.92725  -0.44950

Values from the calculation:
net charge = 0
E_tot = -281.5585 Eh
structure (SMILES) = Nc1cn[nH]c1

Atomic partial charges in e from the natural (NBO) method, atoms 1 to 2: N -0.81; C 0.05